The molecule C4H6N2. Source: the Open Molecules 2025 dataset; level of theory: wB97M-V/def2-TZVPD.

energy above the lowest of the compared OMol25 structures with the same formula, charge and spin = 133.3 kcal per mole
E_tot = -265.323099 hartree
HOMO (alpha / beta) = -7.620 / -7.619 eV

The geometry in ORCA input format:
```
! RIJCOSX wB97M-V def2-TZVPD def2/J DEFGRID3
* xyz 0 1
N -0.4126 -1.7489 -0.0430
C -0.9452 -1.1435 -0.9457
C -0.4592 0.2618 -1.3072
N 0.4837 0.7122 -0.2942
C 0.9853 -0.1704 0.6423
C 0.0523 0.8782 1.0933
H 0.0351 0.1853 -2.2812
H -1.2932 0.9625 -1.3962
H 2.0488 -0.2849 0.8398
H 0.1021 -2.0247 0.7791
H -0.9606 0.5582 1.3549
H 0.3635 1.8143 1.5580
*
```

natural (NBO) population analysis, charges in e, atoms 1 to 5: -0.597 0.238 -0.317 -0.378 -0.171